Entry 1:
This record from OMol25 describes a structure of composition C49H51O7ReS. The level of theory is ωB97M-V/def2-TZVPD.

Geometry as XYZ:
```
109
Properties=species:S:1:pos:R:3
Re -0.45022 -0.44391 -0.65226
C -0.26273 2.96615 -3.01965
C 0.75305 2.25202 -2.17573
C 1.96085 1.83273 -2.71429
C 2.90759 1.14853 -1.95471
C 4.21557 0.72023 -2.56204
C 2.64044 0.89904 -0.61150
C 1.47345 1.36543 -0.00963
C 1.36453 1.41021 1.49323
C 0.50974 2.00906 -0.81699
H 0.18967 3.82128 -3.52231
H -1.10120 3.32032 -2.42039
H -0.64255 2.29281 -3.79178
H 2.16491 2.03021 -3.76095
H 5.03072 1.33614 -2.17709
H 4.20353 0.81575 -3.64638
H 4.44319 -0.31514 -2.31359
H 3.38557 0.40185 0.00078
H 2.04273 2.17826 1.86963
H 1.65268 0.46425 1.95500
H 0.35957 1.66958 1.81051
H -0.34726 2.48151 -0.34543
C -4.32196 -4.13692 2.52213
C -4.57080 -3.18658 1.37088
C -5.98047 -3.23640 0.83374
O -3.66147 -3.46057 0.29231
C -2.67123 -2.45705 0.20343
C -2.92460 -1.59833 1.46024
O -4.27838 -1.85555 1.75777
C -2.69486 -0.06220 1.43281
O -1.39976 0.14895 0.82669
C -3.68629 0.86581 0.72698
C -4.96396 0.53231 0.30010
C -5.80506 1.50608 -0.23543
C -5.37678 2.81384 -0.37524
C -4.09225 3.15346 0.04036
C -3.26858 2.19214 0.59560
C -2.58945 0.35751 2.90183
C -3.75727 0.60059 3.62045
C -3.69509 0.91118 4.96923
C -2.46989 0.98164 5.61853
C -1.30731 0.72357 4.91108
C -1.36832 0.40518 3.55948
C -1.29803 -3.16546 0.07473
O -0.25121 -2.15667 0.02795
C -0.99438 -4.04848 1.27386
C -1.44480 -5.36469 1.30081
C -1.20145 -6.16771 2.40470
C -0.50397 -5.66526 3.49449
C -0.04447 -4.35641 3.47090
C -0.28529 -3.55416 2.36385
C -1.16623 -3.92848 -1.23800
C 0.09297 -4.44728 -1.54527
C 0.31147 -5.11946 -2.73316
C -0.72932 -5.28778 -3.64049
C -1.98218 -4.78121 -3.34217
C -2.20257 -4.10515 -2.14459
H -4.45287 -5.16842 2.19509
H -5.03034 -3.92609 3.32309
H -3.30816 -4.02177 2.90643
H -6.22430 -4.25297 0.52715
H -6.07639 -2.57715 -0.02890
H -6.68586 -2.92563 1.60426
H -2.82728 -1.84595 -0.69934
H -2.29191 -1.97446 2.27318
H -5.32941 -0.47384 0.41624
H -6.80758 1.23043 -0.53931
H -6.03723 3.56720 -0.78433
H -3.74778 4.17657 -0.03914
H -2.29060 2.47725 0.96472
H -4.71666 0.56135 3.12110
H -4.60879 1.10900 5.51415
H -2.42454 1.23068 6.67029
H -0.34772 0.76651 5.41000
H -0.46176 0.17719 3.02411
H -1.98832 -5.76313 0.45362
H -1.55502 -7.19041 2.41178
H -0.31071 -6.29378 4.35363
H 0.50452 -3.95806 4.31400
H 0.08142 -2.53564 2.34862
H 0.90509 -4.31793 -0.83971
H 1.29329 -5.51701 -2.95404
H -0.56230 -5.81804 -4.56867
H -2.80202 -4.91896 -4.03607
H -3.19620 -3.74639 -1.91842
O -0.03002 -0.19501 -4.32543
C 0.63232 -0.89686 -3.59629
O 0.54132 -0.83184 -2.26494
C 1.61823 -1.91368 -4.05280
C 2.42555 -2.58397 -3.14012
C 3.34660 -3.51847 -3.58784
C 3.44507 -3.79440 -4.94426
C 2.62877 -3.13420 -5.85646
C 1.71733 -2.19087 -5.41304
H 2.32674 -2.37097 -2.08374
H 3.98492 -4.03344 -2.88144
H 4.16065 -4.52731 -5.29356
H 2.70932 -3.35339 -6.91256
H 1.08485 -1.65257 -6.10646
C -4.27352 0.84693 -3.29550
S -2.57713 0.36452 -3.40074
C -2.80656 -1.32780 -3.88863
O -2.12330 0.32106 -1.92827
H -4.69473 0.79105 -4.29983
H -4.30165 1.87198 -2.93055
H -4.79241 0.18480 -2.60412
H -3.04771 -1.33856 -4.95181
H -3.61056 -1.76631 -3.29912
H -1.87526 -1.86006 -3.72415
```

Its multiplicity is 4. As for the total charge: +1. The expectation value of S² is 3.766. The calculation puts the LUMO energy (spin up / spin down) at -3.75 / -3.39 eV. For the frontier orbital gap (spin up / spin down), the calculation gives 7.3 / 7.8 eV.

These are the Löwdin partial charges, in e, on atoms 1 to 2:
1. Re 1.83
2. C -0.03

***

Entry 2:
This record from OMol25 describes a cluster of 13 separate species, C27H66F3IN25O17 in total. The level of theory is ωB97M-V/def2-TZVPD.

Geometry as XYZ:
```
139
Properties=species:S:1:pos:R:3
C 5.82612 0.72285 0.87887
C 5.75119 0.14467 -0.56837
C 5.83235 -1.40178 -0.44931
C 4.41523 0.68840 -1.17335
C 4.66302 2.20440 -1.54792
C 3.93904 -0.00760 -2.48761
O 2.83767 -0.97307 -2.30972
C 1.72243 -0.47629 -1.81211
C 1.45056 -0.77597 -0.46658
C 2.40087 -1.66053 0.31364
C 1.80753 -3.09626 0.37251
O 1.00544 -3.42420 1.21055
C 0.30465 -0.29394 0.13939
C -0.00251 -0.65645 1.59824
O -0.86507 -1.43113 1.89877
O 0.76636 -0.08698 2.58909
O 1.71538 0.83290 2.10242
C -0.55001 0.52555 -0.61128
C -1.78061 1.13453 0.01206
F -1.30397 2.11464 0.81116
F -2.62844 1.68020 -0.86063
F -2.47644 0.31048 0.77623
C -0.25076 0.77641 -1.89867
N 0.84239 0.27318 -2.48595
I 1.06483 0.71705 -4.49237
H 5.95220 1.81130 0.89455
H 4.85412 0.51662 1.34904
H 6.62755 0.27553 1.47129
H 6.65511 0.50098 -1.07888
H 5.43053 -1.68391 0.53617
H 5.25050 -1.94323 -1.20568
H 6.88741 -1.68691 -0.44103
H 3.67548 0.69055 -0.36101
H 3.71867 2.75428 -1.65724
H 5.12027 2.21573 -2.55210
H 5.38095 2.68995 -0.88872
H 4.78423 -0.59121 -2.86519
H 3.74896 0.76743 -3.23671
H 2.55623 -1.34458 1.34462
H 3.32832 -1.74788 -0.25110
H 2.13728 -3.88091 -0.34354
H 1.28854 1.71361 2.02759
H -0.92180 1.40702 -2.47309
C 4.57953 -1.59734 4.46285
O 5.23968 -0.72000 3.92431
N 3.24780 -1.78603 4.18195
N 5.09802 -2.45240 5.37777
H 2.68411 -2.49609 4.60896
H 2.82831 -1.16486 3.51761
H 6.06815 -2.34844 5.60647
H 4.57423 -3.17861 5.82752
C 0.05972 4.33499 3.23813
O 0.99005 3.64055 2.83652
N -1.23563 3.93830 3.10023
N 0.24975 5.53772 3.84218
H -2.03055 4.46499 3.40849
H -1.37280 3.05401 2.65727
H 1.19682 5.85023 3.95464
H -0.49681 6.11677 4.17580
C 7.43540 2.08806 -4.69524
O 7.36086 0.98152 -4.18845
N 8.52353 2.89848 -4.55812
N 6.41909 2.60677 -5.44103
H 8.59337 3.81103 -4.96597
H 9.29115 2.54711 -4.01586
H 5.61535 2.01690 -5.54749
H 6.42847 3.51258 -5.86950
C -0.23873 1.82940 -8.02096
O 0.73273 1.12416 -7.73390
N -0.93632 2.46774 -7.03683
N -0.67817 2.01671 -9.27899
H -1.73384 3.06411 -7.18625
H -0.59188 2.30263 -6.12087
H -0.17603 1.55066 -10.01227
H -1.48153 2.58167 -9.51579
C -4.79465 2.61994 -5.99437
O -4.45427 3.79248 -6.13785
N -6.09440 2.25723 -5.80127
N -3.89840 1.59789 -6.01412
H -6.39721 1.30784 -5.68365
H -6.78287 2.99270 -5.78383
H -2.94321 1.85015 -6.18310
H -4.14104 0.63308 -5.89031
C 7.52981 -5.28414 6.59967
O 6.50192 -4.87911 6.06489
N 8.06217 -6.50888 6.31022
N 8.22154 -4.56148 7.51612
H 8.89878 -6.86397 6.73186
H 7.57777 -7.07212 5.63692
H 7.85905 -3.65887 7.75497
H 9.05933 -4.87653 7.96509
C -1.15292 -5.93554 2.72399
O -0.92484 -6.37138 1.60866
N -2.03702 -6.53684 3.57872
N -0.54725 -4.81313 3.21212
H -2.24035 -6.19719 4.49878
H -2.49973 -7.36398 3.25103
H 0.10919 -4.34637 2.60624
H -0.72292 -4.44023 4.12512
C -8.53585 3.33369 -2.98901
O -9.11267 3.17448 -4.05082
N -7.20789 3.05005 -2.83798
N -9.16275 3.80505 -1.86988
H -6.70039 3.16989 -1.98226
H -6.73392 2.70354 -3.65212
H -10.14011 4.02535 -1.94738
H -8.70215 3.94402 -0.98955
C -4.20931 3.62540 -10.02432
O -3.26195 2.89356 -9.74122
N -5.03671 4.13434 -9.07787
N -4.49320 3.98168 -11.30799
H -5.80979 4.73964 -9.27828
H -4.84165 3.88085 -8.12162
H -3.89595 3.62012 -12.02837
H -5.25770 4.57698 -11.56304
C -10.45356 1.39455 1.20673
O -11.02815 2.45587 1.38329
N -9.67673 1.16076 0.10699
N -10.53764 0.35532 2.08867
H -9.19321 0.29938 -0.06303
H -9.60039 1.90911 -0.55874
H -11.09987 0.49653 2.90781
H -10.07407 -0.52791 1.96333
C -12.25473 -2.92480 3.01501
O -11.14972 -3.09504 2.52233
N -12.82090 -3.81899 3.87606
N -13.00858 -1.82062 2.74117
H -13.72495 -3.69717 4.29037
H -12.29019 -4.64093 4.09692
H -12.61180 -1.14933 2.10758
H -13.91649 -1.64903 3.12924
C 9.22602 -3.90699 10.98114
O 9.41946 -4.38231 9.87201
N 8.29458 -4.41238 11.83804
N 9.92533 -2.83425 11.44913
H 8.11845 -4.04008 12.75139
H 7.76278 -5.20258 11.52278
H 10.61925 -2.43907 10.84202
H 9.78298 -2.42893 12.35433
```

As for the total charge: +1. The calculation puts the LUMO energy at -3.95 eV. For the frontier orbital gap, the calculation gives 6.7 eV.

These are the Löwdin partial charges, in e, on atoms 1 to 2:
1. C -0.07
2. C -0.36

***

Entry 3:
This record from OMol25 describes a structure of composition C41H53BaBrGeN8O10SSe. The level of theory is ωB97M-V/def2-TZVPD.

Geometry as XYZ:
```
117
Properties=species:S:1:pos:R:3
Ba 1.74519 1.57653 0.67679
N 1.65780 2.92312 3.23711
C 2.10307 2.54986 4.61505
C 1.02516 1.57480 5.29500
O 0.03324 2.16618 5.79704
N 1.15220 0.27973 5.28170
C 2.32746 -0.40177 4.66292
C 2.31898 -0.29795 3.10627
O 1.26498 -0.57521 2.48672
O 3.30608 0.19115 2.49409
H 2.27535 3.56305 2.81612
H 0.72606 3.37479 3.37125
H 2.13679 3.39713 5.29783
H 3.05170 2.03886 4.58662
H 2.16035 -1.45145 4.88857
H 3.33531 -0.10188 4.88887
O 0.24681 -0.77062 0.09000
C -1.06139 -0.59929 -0.45067
C -1.40507 -1.47026 -1.62971
C -0.26491 -1.41646 -2.62943
C -0.19777 -0.08749 -3.25039
C -1.06158 0.17350 -4.30608
C -1.20564 1.41955 -4.75389
C -0.34802 2.40991 -4.22424
C 0.57307 2.04039 -3.23180
N 0.59110 0.81268 -2.75232
H 0.28378 -1.07695 1.04287
H -1.19534 0.44202 -0.71940
H -1.78384 -0.83678 0.34490
H -2.29864 -1.22177 -2.16428
H -1.56567 -2.50336 -1.26285
H -0.44751 -2.19987 -3.42778
H 0.63888 -1.69489 -2.09210
H -1.56578 -0.70459 -4.70121
H -1.92815 1.67388 -5.53294
H -0.45802 3.49194 -4.52426
H 1.30494 2.77937 -2.84425
O -0.48362 -3.91341 -5.09415
C -1.59338 -4.39664 -5.28490
N -2.74980 -3.83520 -4.84324
S -4.03581 -4.69509 -5.22792
O -4.73993 -5.27182 -4.08106
O -4.81311 -3.99508 -6.16790
C -3.13898 -5.95149 -6.06067
C -3.57939 -7.17830 -6.60045
C -2.56949 -7.97673 -7.22283
C -1.19311 -7.64874 -7.13039
C -0.75099 -6.41146 -6.60873
C -1.74123 -5.68258 -5.99799
H -4.65586 -7.38367 -6.70299
H -2.85448 -8.87829 -7.73336
H -0.53827 -8.43355 -7.60847
H 0.28981 -6.10237 -6.61717
N -1.22812 1.13843 3.34225
C -1.55315 2.13078 2.58017
C -2.70433 2.97871 2.76785
C -3.10503 3.83288 1.79139
C -2.40587 3.85919 0.56320
C -1.27868 3.01651 0.36436
N -0.95603 2.13823 1.34486
H -1.28553 1.34818 4.30443
H -0.35966 0.63765 3.14957
H -3.16656 2.81288 3.71347
H -4.01411 4.44257 1.98164
H -2.70310 4.52984 -0.20452
H -0.70004 3.03015 -0.57551
Br 1.56840 7.57389 -1.39085
C 3.10048 6.56109 -1.75138
C 4.20170 7.26785 -2.41672
C 5.33831 6.51726 -2.62326
C 5.44168 5.18268 -2.29261
C 4.46826 4.57576 -1.58933
C 3.25352 5.23392 -1.30478
C 2.31732 4.50591 -0.39481
O 2.83975 4.09305 0.68710
O 1.19381 4.20016 -0.82094
H 4.18085 8.28813 -2.82223
H 6.19495 7.01500 -3.14502
H 6.31667 4.59071 -2.49499
H 4.50633 3.53901 -1.39421
N 4.24611 1.09516 -0.65276
C 4.25517 0.18079 -1.34687
N 4.03272 -0.89392 -2.10673
C 4.46482 -2.17998 -1.61672
C 3.56099 -3.32475 -2.22529
O 3.53291 -3.18679 -3.61204
C 3.03885 -1.96793 -4.07042
C 3.81241 -0.79464 -3.51934
H 4.50545 -2.16431 -0.54868
H 5.50017 -2.37024 -1.95165
H 2.58912 -3.40414 -1.78709
H 4.07099 -4.25051 -2.04854
H 1.96807 -1.89153 -3.70648
H 3.06351 -1.92563 -5.20563
H 3.28328 0.11054 -3.82931
H 4.80657 -0.67223 -4.02938
C -0.86906 -1.04592 7.47945
Ge -2.61209 -0.56403 6.77977
C -3.13176 1.30864 6.33958
C -3.84163 -1.19627 8.28313
C -2.93501 -1.59984 5.09891
Se -4.74376 -1.79782 4.39377
C -5.28485 -0.14228 3.56707
H -0.77479 -0.51798 8.41493
H -0.07029 -0.81801 6.75919
H -0.88400 -2.11626 7.81243
H -3.60384 1.67996 7.22760
H -3.91751 1.26941 5.56591
H -2.25360 1.91002 6.11846
H -3.41444 -1.14920 9.28049
H -4.13857 -2.24072 8.15902
H -4.75205 -0.66390 8.32655
H -2.72103 -2.66237 5.23782
H -2.22204 -1.20280 4.37602
H -5.84629 0.53575 4.23227
H -6.01445 -0.47746 2.82216
H -4.48523 0.37741 3.11336
```

As for the total charge: -2. The calculation puts the LUMO energy at 3.37 eV. For the frontier orbital gap, the calculation gives 6.6 eV.

These are the Löwdin partial charges, in e, on atoms 1 to 2:
1. Ba 1.95
2. N -0.05

***

Entry 4:
This record from OMol25 describes a structure of composition C34H29F2Sn. The level of theory is ωB97M-V/def2-TZVPD.

Geometry as XYZ:
```
66
Properties=species:S:1:pos:R:3
C 2.33256 4.59377 -3.20295
C 3.28461 3.58666 -3.40715
C 3.02566 2.27104 -2.98576
C 1.82296 1.97530 -2.34464
Sn 1.42690 -0.05770 -1.64185
C -0.29720 -0.82752 -2.73989
C -0.96449 -0.02113 -3.66093
C -2.11885 -0.50419 -4.30073
C -2.58740 -1.79708 -4.03687
C -1.89672 -2.60597 -3.12807
C -0.74839 -2.12000 -2.47757
C 3.14308 -1.31369 -2.16857
C 2.98673 -2.39283 -3.03720
C 4.09227 -3.20573 -3.34482
C 5.35054 -2.92517 -2.79753
C 5.49996 -1.82682 -1.94220
C 4.39253 -1.02120 -1.62133
C 1.10532 -0.11927 0.53283
C -0.26188 -0.62004 0.76242
C -1.33015 0.19549 0.67911
C 0.86384 2.96802 -2.14166
C 1.11982 4.28071 -2.57746
H 2.53283 5.61481 -3.53719
H 4.23112 3.82147 -3.89807
H 3.76991 1.49086 -3.16373
H -0.59991 0.98363 -3.88855
H -2.64938 0.13216 -5.01163
H -3.47890 -2.17451 -4.54481
H -2.24773 -3.61945 -2.92339
H -0.22629 -2.76602 -1.76668
H 2.01323 -2.61404 -3.48163
H 3.96727 -4.05708 -4.01652
H 6.20988 -3.55450 -3.04259
H 6.48105 -1.59272 -1.52418
H 4.52544 -0.17169 -0.94649
H 1.89474 -0.77553 0.91966
H 1.22751 0.92952 0.84007
H -0.37538 -1.67482 1.02631
H -2.34527 -0.17242 0.80367
H -1.20081 1.26683 0.54150
H -0.08564 2.74000 -1.64964
H 0.36783 5.05822 -2.42850
F -5.89304 2.04246 3.24420
C -4.56836 2.31667 3.50323
C -4.16909 3.64393 3.59328
C -2.80525 3.88845 3.82681
C -1.90267 2.84836 3.96803
C -2.31354 1.47780 3.89325
C -1.31051 0.48335 4.04288
C -1.38996 -0.93585 4.05432
C -0.17285 -1.66593 4.24838
C -0.14143 -3.04930 4.23371
C -1.30892 -3.80128 4.02417
C -2.48923 -3.09727 3.82377
F -3.64409 -3.80507 3.57501
C -2.56636 -1.71375 3.84504
C -3.69998 1.24558 3.64836
H -4.89068 4.44988 3.48429
H -2.46552 4.92104 3.89142
H -0.84346 3.04731 4.14271
H -0.30209 0.87872 4.18420
H 0.74182 -1.08898 4.40196
H 0.80029 -3.57652 4.37918
H -1.30324 -4.88813 4.01810
H -3.52385 -1.24346 3.68609
H -4.09119 0.24466 3.56287
```

As for the total charge: -1. The calculation puts the LUMO energy at 2.24 eV. For the frontier orbital gap, the calculation gives 4.6 eV.

These are the Löwdin partial charges, in e, on atoms 1 to 2:
1. C -0.10
2. C -0.10

***

| no. | E_tot (eV) |
| --- | --- |
| 1 | -78933.5147 |
| 2 | -117386.3918 |
| 3 | -279210.9620 |
| 4 | -46993.7582 |